1.
A molecular structure, C6H13N3O. Source: the Open Molecules 2025 dataset; level of theory: ωB97M-V/def2-TZVPD.

LUMO level in eV: 0.68
HOMO level in eV: -8.982

```
23
Properties=species:S:1:pos:R:3:forces:R:3:nbo_charge:R:1
C -0.3868 2.2813 1.5054 7.16 -1.33 -1.95 -0.56
C -0.3357 0.9671 0.5056 -3.15 3.53 -0.45 -0.10
C 0.7423 1.2304 -0.4362 1.97 0.62 -3.06 -0.27
C 1.1265 -1.1341 -0.5445 1.97 0.42 -1.08 -0.31
C 0.0291 -1.2966 0.5068 -1.89 -6.92 0.99 -0.04
C -1.3364 -1.8034 -0.2015 0.85 -3.28 1.04 -0.65
H 0.5808 2.2025 2.4012 -2.89 0.27 -3.01 0.18
H -0.4363 3.2481 1.0097 0.26 -0.18 0.02 0.22
H -1.1954 2.0294 1.9276 -6.22 -0.89 4.10 0.19
H -1.2448 0.6241 -0.0702 0.13 2.35 -0.02 0.21
H 1.7781 1.4028 0.1575 -2.14 -0.06 -1.72 0.21
H 0.4399 1.9967 -1.3134 0.88 -0.67 2.89 0.26
H 2.2552 -0.8574 -0.2140 -2.56 -1.70 -0.18 0.23
H 0.9902 -1.9309 -1.2841 0.94 -0.37 0.48 0.25
H 0.2032 -2.4096 1.2638 0.29 3.71 -1.97 0.21
H -1.1212 -2.8945 -0.7990 -0.65 2.90 2.00 0.22
H -1.3186 -1.1189 -1.0188 -1.93 0.54 -0.65 0.20
H -2.3031 -1.9616 0.6449 3.02 0.97 -3.00 0.26
H 0.4850 0.0203 1.6064 11.80 2.15 7.11 0.32
N 0.8746 0.0683 -1.3390 0.47 1.52 3.24 -0.28
N -0.2726 -0.1868 1.2984 -8.07 -2.55 -2.52 -0.61
N 0.1204 0.1849 -2.4091 0.45 1.63 0.18 0.23
O 0.3258 -0.6621 -3.1974 -0.68 -2.64 -2.45 -0.37
```
Positions in Å, forces in eV/Å.

---

2.
A molecular structure, C67H52BrF4GeN3O5P2Y. Source: the Open Molecules 2025 dataset; level of theory: ωB97M-V/def2-TZVPD.

Charge: -1
LUMO level in eV: 1.96
HOMO level in eV: -3.581

```
136
Properties=species:S:1:pos:R:3:forces:R:3:mulliken_charge:R:1
Y 0.1329 -0.2771 0.3383 -0.55 -0.03 -0.50 -2.04
C 5.5467 -1.6350 3.2963 0.01 0.00 0.02 -0.67
C 5.6193 -1.6840 1.9096 0.00 0.01 -0.02 -0.67
C 4.8608 -0.8098 1.1479 0.02 0.01 0.02 -0.08
C 4.0327 0.1331 1.7614 0.03 -0.02 0.01 0.12
C 3.9626 0.1723 3.1496 0.00 -0.03 -0.02 -0.74
C 4.7176 -0.7100 3.9122 0.00 0.01 0.01 -0.64
P 2.9833 1.1550 0.6802 -0.19 -0.08 -0.03 3.63
C 4.1682 2.3483 -0.0413 0.02 0.01 0.03 -0.17
C 5.5038 2.4613 0.3325 0.02 0.02 0.01 -0.84
C 6.3300 3.4003 -0.2750 0.00 -0.02 0.03 -0.73
C 5.8286 4.2455 -1.2525 -0.01 0.02 -0.01 -0.73
C 4.4951 4.1408 -1.6298 0.00 0.03 -0.03 -0.40
C 3.6786 3.1900 -1.0401 0.07 0.03 0.00 0.34
C 1.9184 2.1082 1.7877 0.04 0.00 0.06 0.58
C 2.2664 3.2931 2.4361 0.03 0.02 -0.02 -0.84
C 1.3416 3.8991 3.2719 0.00 0.01 0.00 -1.00
C 0.1037 3.2925 3.4740 -0.02 0.00 0.01 -0.52
C -0.2165 2.1066 2.8239 0.04 0.02 -0.01 -0.11
C 0.6632 1.4840 1.9216 0.14 0.19 0.36 0.02
H 6.1235 -2.3298 3.8944 -0.01 0.01 -0.01 0.36
H 6.2470 -2.4190 1.4207 0.00 0.01 0.01 0.44
H 4.8973 -0.8710 0.0639 0.01 0.01 0.02 0.37
H 3.2961 0.8749 3.6339 0.00 0.00 0.00 0.34
H 4.6430 -0.6822 4.9924 0.00 0.00 -0.01 0.39
H 5.9026 1.8116 1.1018 0.00 0.01 -0.01 0.39
H 7.3685 3.4732 0.0245 -0.01 0.00 0.00 0.39
H 6.4714 4.9813 -1.7201 -0.01 -0.01 0.01 0.37
H 4.0948 4.8063 -2.3880 0.02 -0.02 0.01 0.31
H 2.6482 3.0947 -1.3535 -0.10 0.00 -0.03 0.12
H 3.2440 3.7413 2.2825 -0.01 -0.01 0.01 0.46
H 1.5846 4.8286 3.7740 0.00 0.00 0.00 0.33
H -0.6200 3.7567 4.1367 0.01 0.00 -0.01 0.39
H -1.1955 1.6723 3.0028 -0.01 0.00 -0.01 0.60
O -0.6045 -0.2925 -7.0967 -0.03 -0.02 0.00 -0.53
C 0.1368 -1.2800 -6.3704 -0.01 0.03 -0.02 -1.05
C -0.0540 -1.0491 -4.9061 -0.17 -0.22 -0.02 0.42
C -0.5164 -2.0188 -4.0838 -0.12 0.20 -0.27 -1.35
C -0.6129 -1.8089 -2.6710 0.26 -0.52 0.14 -0.39
N -0.3466 -0.5638 -2.1637 0.15 0.07 0.50 1.54
C 0.0997 0.4067 -3.0127 0.04 -0.06 -0.15 0.09
C 0.2606 0.2180 -4.3540 0.08 0.25 0.14 -0.47
C 0.2467 1.7605 -2.4215 0.08 -0.04 -0.02 0.21
C 0.4968 2.8798 -3.2191 0.03 0.04 0.03 -1.10
C 0.4533 4.1458 -2.6704 0.04 -0.04 -0.01 0.62
C 0.7400 5.3630 -3.5116 0.03 -0.05 -0.04 -0.96
O 1.6270 5.1081 -4.5884 -0.04 0.04 0.02 -0.56
C 0.1371 4.2640 -1.3213 -0.02 0.02 0.04 -2.17
C -0.0476 3.1154 -0.5823 -0.04 0.00 0.02 -0.23
N 0.0376 1.8815 -1.1027 -0.08 0.00 0.06 2.21
H -0.4076 -0.4010 -8.0308 0.03 0.01 -0.02 0.31
H 1.2038 -1.1943 -6.6094 -0.06 0.00 -0.01 0.22
H -0.1987 -2.2881 -6.6297 -0.02 -0.03 -0.01 0.39
H -0.7725 -2.9961 -4.4659 -0.02 -0.06 -0.03 0.33
H -1.4497 -2.5127 -0.8237 0.03 0.01 0.04 -0.39
H 0.6033 1.0032 -5.0087 -0.01 -0.01 -0.01 0.29
H 0.7074 2.7703 -4.2711 -0.01 -0.01 0.00 0.84
H 1.1151 6.1648 -2.8667 0.03 0.01 0.00 0.39
H -0.1852 5.7178 -3.9686 -0.02 0.02 0.00 0.37
H 2.3931 4.6319 -4.2488 0.00 0.00 0.02 0.33
H 0.0748 5.2305 -0.8354 -0.01 -0.02 -0.01 0.49
H -0.2667 3.1749 0.4761 0.06 -0.02 -0.02 0.02
F -6.6924 -3.9447 0.3444 -0.06 -0.09 0.03 -0.34
C -5.9848 -2.8514 0.0642 0.04 0.04 -0.02 0.40
C -6.4066 -1.6243 0.5178 0.07 0.04 -0.04 0.36
F -7.5314 -1.5155 1.2280 -0.09 0.00 0.06 -0.33
C -5.6498 -0.5057 0.2159 0.04 -0.01 0.00 0.05
F -6.1397 0.6701 0.6452 0.02 0.03 0.04 -0.41
C -4.4676 -0.5850 -0.4980 -0.01 0.02 -0.01 0.36
P -3.2462 0.7963 -0.5714 0.15 -0.04 -0.07 3.42
C -3.5514 1.8463 0.8941 -0.03 0.02 -0.01 0.94
C -3.8340 1.3250 2.1561 -0.01 0.02 0.00 -1.04
C -3.8904 2.1555 3.2647 0.00 -0.01 0.02 -0.89
C -3.6409 3.5148 3.1394 0.00 0.02 0.02 -0.59
C -3.3258 4.0387 1.8950 0.01 0.00 -0.01 -0.59
C -3.2797 3.2111 0.7821 -0.06 0.02 0.01 -0.92
C -3.9041 1.8166 -1.9490 0.02 0.02 -0.04 -0.34
C -5.1082 2.5214 -1.9005 0.01 -0.04 -0.01 -0.55
C -5.5415 3.2411 -3.0023 0.00 0.00 0.02 -0.68
C -4.7808 3.2650 -4.1673 -0.01 0.02 -0.01 -0.67
C -3.5840 2.5695 -4.2266 0.01 0.00 0.00 -0.86
C -3.1470 1.8524 -3.1186 0.00 0.01 0.02 -0.33
C -4.0985 -1.8271 -1.0683 -0.03 -0.01 0.04 -1.00
Br -1.9349 -1.5991 1.6595 0.01 0.05 0.04 -0.57
C -4.8557 -2.9366 -0.7353 -0.01 0.08 -0.01 0.35
F -4.5498 -4.1554 -1.1875 0.03 -0.06 -0.02 -0.32
H -3.9923 0.2627 2.2787 -0.02 -0.01 0.00 0.22
H -4.1174 1.7308 4.2353 0.00 0.01 -0.02 0.37
H -3.6802 4.1593 4.0095 0.00 -0.01 -0.02 0.43
H -3.1109 5.0952 1.7848 0.00 -0.02 0.01 0.40
H -3.0332 3.6374 -0.1836 -0.01 -0.01 -0.02 0.43
H -5.7013 2.5052 -0.9947 -0.01 0.01 0.00 0.43
H -6.4782 3.7840 -2.9550 0.02 -0.01 0.00 0.43
H -5.1251 3.8284 -5.0263 0.00 -0.01 0.01 0.38
H -2.9822 2.5791 -5.1278 -0.02 0.00 0.01 0.54
H -2.2042 1.3171 -3.1679 -0.09 -0.02 -0.01 0.67
O 0.9185 -3.7543 2.8405 0.05 0.09 -0.06 -0.70
N 1.1095 -2.8592 2.0660 0.03 0.05 0.07 0.65
O 1.1981 -3.2208 0.7711 0.08 -0.05 0.02 -0.50
O 1.2320 -1.6713 2.3497 -0.08 0.03 -0.17 -0.29
C 1.5826 -2.1063 -0.1612 0.21 -0.36 -0.04 0.17
Ge 1.4747 -3.0023 -1.9428 0.19 0.34 0.15 0.40
C 2.6305 -1.8136 -3.0499 0.01 -0.06 -0.06 -0.75
C 2.8172 -2.1340 -4.3980 0.02 -0.03 0.02 -0.20
C 3.5224 -1.3017 -5.2571 0.07 -0.02 0.03 -0.81
C 4.0706 -0.1144 -4.7845 -0.02 -0.02 0.00 -0.90
C 3.9193 0.2170 -3.4445 0.00 0.03 0.01 -0.16
C 3.2072 -0.6261 -2.5982 0.04 0.00 -0.04 0.70
C -1.6712 -2.6035 -1.8868 -0.17 0.09 -0.09 1.12
C -3.0330 -1.8953 -2.1640 -0.03 -0.05 0.01 1.75
C -3.6811 -2.4074 -3.4299 0.00 -0.05 -0.03 -1.01
C -3.4281 -3.6272 -3.9020 -0.03 0.06 -0.04 -0.80
C -2.5029 -4.5240 -3.2088 0.05 -0.03 0.04 -0.76
C -1.6999 -4.0637 -2.2494 0.00 0.02 -0.04 -1.03
C 2.7206 -4.5688 -1.7550 -0.09 -0.12 -0.06 0.22
C 4.0775 -4.3693 -1.4910 0.01 0.09 0.00 -0.29
C 4.9500 -5.4352 -1.3205 -0.01 -0.03 0.00 -0.68
C 4.4798 -6.7407 -1.4125 -0.01 0.02 0.00 -0.52
C 3.1363 -6.9630 -1.6756 0.01 0.00 0.00 -0.67
C 2.2730 -5.8848 -1.8444 -0.05 -0.02 0.00 -0.34
H 2.6476 -1.9473 0.0599 -0.02 0.04 -0.04 1.04
H 2.3896 -3.0549 -4.7901 0.02 0.02 0.02 0.42
H 3.6498 -1.5794 -6.2988 0.01 0.01 0.02 0.52
H 4.6226 0.5369 -5.4529 -0.01 0.00 0.01 0.38
H 4.3536 1.1325 -3.0532 -0.01 -0.03 -0.01 0.44
H 3.0898 -0.3399 -1.5615 -0.03 0.02 0.05 -0.26
H -2.7731 -0.8566 -2.3550 0.05 0.12 -0.03 -1.05
H -4.3826 -1.7471 -3.9306 0.03 -0.02 0.02 0.44
H -3.9228 -3.9741 -4.8031 0.01 0.00 0.02 0.45
H -2.4993 -5.5763 -3.4712 0.00 0.04 0.00 0.39
H -1.0363 -4.7240 -1.7066 -0.01 0.00 -0.01 0.68
H 4.4631 -3.3548 -1.4206 -0.02 -0.03 -0.01 0.21
H 5.9994 -5.2502 -1.1154 -0.03 0.00 -0.01 0.39
H 5.1571 -7.5765 -1.2782 -0.01 0.02 0.00 0.36
H 2.7572 -7.9768 -1.7462 0.01 0.02 0.00 0.39
H 1.2229 -6.0781 -2.0478 0.04 0.01 0.01 0.26
```
Positions in Å, forces in eV/Å.

---

3.
6 unconnected molecules or ions with the total composition C33H78O18S. Source: the Open Molecules 2025 dataset; level of theory: ωB97M-V/def2-TZVPD.

Charge: +1
LUMO level (spin up / spin down) in eV: -2.59 / -8.91
HOMO level (spin up / spin down) in eV: -10.570 / -10.570
2S+1: 2

```
130
Properties=species:S:1:pos:R:3:forces:R:3:mulliken_charge:R:1
O -8.1428 36.0406 8.2070 0.19 -2.20 1.25 -0.65
S -7.8103 34.6966 8.6942 1.61 -0.38 -2.67 1.17
O -8.4209 34.0908 9.8554 0.45 0.75 -0.77 -0.57
O -7.9734 33.6197 7.3729 0.82 1.59 2.31 -0.17
C -9.0935 33.8054 6.5686 -1.68 -0.31 -1.28 -0.45
C -10.2761 32.9610 7.0439 0.12 -0.47 0.78 -1.14
C -5.9260 34.4940 8.6778 -1.62 0.23 -0.03 -0.34
H -8.7804 33.6113 5.5427 0.06 -0.67 0.03 0.32
H -9.4355 34.8338 6.4521 0.26 0.36 0.70 0.43
H -10.6142 33.3057 8.0212 -0.55 0.90 -0.27 0.36
H -10.0548 31.9571 7.4065 0.79 -0.41 -0.84 0.25
H -11.0766 32.8627 6.3108 -0.04 0.36 0.15 0.38
H -5.5479 35.0672 7.8313 -0.25 0.44 0.34 0.48
H -5.6595 33.4658 8.4331 -0.39 -0.13 0.59 -0.01
H -5.6017 34.8459 9.6572 0.28 -0.11 -0.25 -0.04
C -17.2990 22.1713 13.7957 -0.35 0.55 -0.12 -0.71
O -15.9912 21.9051 13.3445 0.90 -0.68 0.55 -0.34
C -15.5325 22.6873 12.2643 -1.68 0.64 -0.22 -0.42
C -14.0767 22.7890 12.0277 2.12 -1.31 0.43 -0.42
O -13.8527 23.3830 10.7822 0.45 0.71 -0.94 -0.27
C -12.4973 23.2809 10.2837 -0.99 1.57 -0.28 -0.68
C -12.3489 24.4259 9.1905 -0.35 -1.72 0.40 -0.55
O -12.3830 25.7270 9.6710 0.25 0.36 1.76 -0.32
C -12.7584 26.6823 8.7241 -0.35 0.48 0.19 -0.85
H -17.5723 21.5971 14.6809 0.60 -0.38 -0.13 0.27
H -18.0668 21.9719 13.0481 0.05 -0.11 -0.33 0.30
H -17.4233 23.2096 14.1034 0.17 0.36 -0.12 0.31
H -15.8329 23.7181 12.4520 -0.53 0.24 -0.35 0.27
H -15.9426 22.3163 11.3250 -0.46 0.13 -0.12 0.26
H -13.5765 21.8233 11.9545 -0.22 -0.58 0.54 0.34
H -13.5758 23.3354 12.8269 0.10 0.25 0.18 0.27
H -12.3132 22.3124 9.8186 -0.30 -0.12 -0.39 0.38
H -11.7846 23.3014 11.1081 0.12 0.64 0.13 0.41
H -13.1884 24.2829 8.5101 -0.22 -0.19 -0.12 0.38
H -11.4498 24.2321 8.6055 0.38 -0.01 -0.04 0.38
H -11.9223 26.8262 8.0397 -0.52 -0.18 -0.86 0.33
H -12.9667 27.6731 9.1280 0.61 -0.06 0.96 0.25
H -13.7699 26.4652 8.3810 0.26 -0.54 -1.13 0.42
C -0.4299 31.2297 11.3028 -0.86 0.57 0.25 -0.85
O -1.7173 30.8843 11.9293 1.94 0.10 -1.37 -0.45
C -2.7039 30.9565 10.9301 -1.56 0.19 0.09 0.27
C -2.8967 32.3401 10.1982 -0.10 -0.70 -0.10 -0.07
O -2.9581 33.4984 11.0019 -0.26 0.45 0.64 -0.47
C -3.8438 33.4476 12.1200 0.13 0.09 0.51 0.23
C -4.2438 34.8568 12.6811 3.17 -2.00 0.20 -0.68
O -2.9766 35.5427 12.9448 -1.15 1.36 -2.36 -0.39
C -2.3342 35.3805 14.1527 -0.70 -0.97 0.93 -0.62
H 0.4128 31.0100 11.9583 -0.41 0.40 0.35 0.31
H -0.5579 32.2679 10.9966 0.74 0.34 0.60 0.31
H -0.1655 30.7701 10.3504 -0.70 -0.94 -0.08 0.32
H -3.6256 30.6300 11.4117 -0.23 0.59 0.29 -0.55
H -2.6111 30.1395 10.2145 0.57 0.21 -0.66 0.75
H -3.7782 32.3648 9.5575 -0.58 -0.84 0.19 -0.41
H -2.1270 32.4896 9.4411 0.50 0.21 0.41 0.60
H -3.3460 32.9030 12.9223 0.31 0.01 0.22 0.35
H -4.7423 32.8471 11.9775 -0.32 0.02 -0.65 -0.12
H -4.6681 34.6240 13.6578 -0.81 0.34 -0.11 0.38
H -4.8828 35.3525 11.9503 0.28 0.64 0.48 0.28
H -1.2912 35.6967 14.1714 -0.08 0.08 -0.73 0.25
H -2.3656 34.3155 14.3827 0.28 -0.22 0.60 0.27
H -2.8293 35.9465 14.9417 -0.21 0.02 0.32 0.27
C -7.7469 31.1515 4.5822 0.11 -0.14 1.23 -0.61
O -6.8907 30.0570 4.6400 0.99 -1.45 0.93 -0.42
C -5.8190 30.2053 5.6365 0.49 -0.71 -1.61 -0.18
C -5.2247 28.8051 5.8326 0.27 -0.60 0.61 0.06
O -3.7992 28.7053 5.7980 -0.65 1.70 -0.49 -0.42
C -3.2241 27.4904 5.4050 -0.04 1.13 0.39 -0.68
C -3.5874 26.3370 6.3525 1.28 -0.30 -1.02 -0.45
O -3.6295 26.7010 7.6965 -1.51 1.09 0.34 -0.13
C -4.0426 25.6258 8.4956 1.62 0.09 1.71 -0.92
H -7.1184 32.0015 4.3165 -0.65 0.65 -0.06 0.32
H -8.1604 31.1873 5.5901 -0.23 1.05 0.20 0.19
H -8.6148 30.9805 3.9454 0.49 -0.09 -0.51 0.30
H -6.0607 30.5682 6.6355 -0.83 0.52 -0.29 0.18
H -5.0929 30.8474 5.1379 0.32 0.24 0.42 0.35
H -5.7485 28.1974 5.0948 0.32 -0.42 -0.14 0.39
H -5.4212 28.4461 6.8429 -0.82 -0.12 0.01 -0.36
H -2.1713 27.7717 5.3823 0.25 -0.59 0.47 0.35
H -3.4477 27.3492 4.3475 -0.43 -0.90 -0.05 0.36
H -2.7356 25.6579 6.3161 -0.15 -0.75 -0.71 0.43
H -4.5084 25.8551 6.0243 -0.13 -0.14 0.07 0.31
H -3.1495 25.0232 8.6611 -0.16 -1.15 -0.70 0.41
H -4.9522 25.0692 8.2699 0.11 0.10 -0.68 0.38
H -4.1122 25.9471 9.5348 -0.61 0.77 -0.02 0.23
C -9.3355 31.9423 18.0549 -0.05 0.17 -1.13 -0.54
O -8.7224 32.4883 19.2290 -0.57 -1.36 0.31 -0.20
C -7.6660 31.7811 19.8317 0.64 0.71 -1.62 -0.23
C -7.9741 30.3216 20.2365 -2.00 -1.67 -0.21 -0.58
O -8.0152 29.2725 19.2875 2.07 2.25 -0.68 -0.18
C -6.7879 29.1672 18.3988 -1.97 -2.57 0.21 -0.23
C -7.0155 27.7969 17.6059 -1.33 1.04 0.15 -0.75
O -8.3897 27.7154 17.0857 2.26 2.45 1.29 -0.30
C -8.6915 26.4764 16.5575 -0.17 -0.90 0.29 -0.81
H -10.2465 32.4396 17.7219 0.07 0.61 1.05 0.35
H -9.5900 30.8829 18.0226 0.29 -0.63 1.14 0.32
H -8.7272 31.9984 17.1522 0.97 0.30 0.16 0.24
H -7.2824 32.2587 20.7333 -0.58 0.50 -0.19 0.36
H -6.8688 31.7557 19.0889 0.43 -0.20 -0.14 0.30
H -8.9942 30.3820 20.6156 -0.09 -0.29 0.24 0.38
H -7.3373 30.0686 21.0843 0.61 0.14 -0.13 0.45
H -5.8705 29.1461 18.9870 -0.13 -0.18 0.27 0.44
H -6.6980 30.0118 17.7158 -0.61 0.25 -0.06 0.12
H -6.8743 26.9040 18.2149 0.26 0.23 0.41 0.53
H -6.2496 27.8094 16.8305 -0.12 -0.19 -0.40 0.43
H -9.7464 26.5191 16.2866 0.29 -0.02 -0.71 0.25
H -8.6595 25.7095 17.3315 0.29 -0.29 0.18 0.35
H -7.9594 26.2365 15.7864 -0.50 -0.33 -0.48 0.32
C -9.0179 27.2933 9.8881 -1.65 0.25 -1.05 -0.96
O -8.0052 28.0811 10.4692 -0.12 -2.34 -0.75 -0.17
C -6.7817 27.8083 9.7597 0.88 2.50 2.42 -0.50
C -5.7874 28.6879 10.5996 1.49 -0.46 -2.08 -0.87
O -5.7476 30.0491 10.2353 -1.62 1.16 -0.01 -0.11
C -6.8731 30.9175 10.6531 2.18 -1.29 1.07 0.24
C -7.2306 30.7347 12.1409 -1.62 0.65 -0.58 -1.18
O -6.1329 30.6873 12.9998 0.00 -0.63 0.00 -0.24
C -6.3519 30.5697 14.4063 1.49 1.27 -1.07 -1.20
H -10.0187 27.4165 10.3021 0.23 0.61 0.63 0.27
H -8.9474 26.2065 9.8430 1.05 -0.20 0.44 0.35
H -9.1328 27.6061 8.8502 0.00 0.02 -0.39 0.38
H -6.8297 28.1343 8.7207 -0.13 0.58 -0.04 0.18
H -6.3560 26.8094 9.6645 -0.80 -0.63 0.82 0.47
H -4.8103 28.3389 10.2658 0.37 0.00 -0.17 0.34
H -5.6705 28.6132 11.6807 -1.18 -0.55 0.18 0.34
H -7.7706 30.7814 10.0497 0.09 0.03 -0.06 0.34
H -6.4276 31.9074 10.5540 -0.30 0.06 -0.33 -0.02
H -7.9730 29.9489 12.2800 0.45 -0.73 0.07 0.56
H -7.8239 31.6255 12.3471 -0.15 0.52 0.23 0.52
H -6.9277 31.4036 14.8077 -0.66 0.00 -0.12 0.36
H -5.3261 30.8257 14.6715 0.03 -0.57 1.03 0.39
H -6.6796 29.6071 14.7990 -0.14 -0.16 -0.36 0.36
```
Positions in Å, forces in eV/Å.

---

4.
A molecular structure, BF4In. Source: the Open Molecules 2025 dataset; level of theory: ωB97M-V/def2-TZVPD.

Charge: +2
LUMO level in eV: -19.03
HOMO level in eV: -23.004

```
6
Properties=species:S:1:pos:R:3:forces:R:3:nbo_charge:R:1
In 1.0945 -2.3550 1.4080 -0.17 0.87 -0.74 1.71
B -0.2411 0.4937 -0.2844 -0.60 0.23 -0.33 1.29
F -1.0083 -0.0691 0.7177 0.02 -0.16 0.40 -0.31
F 1.0225 -0.1834 -0.2686 0.63 -0.96 0.75 -0.37
F -0.8451 0.2876 -1.5047 0.13 0.10 0.07 -0.16
F -0.0225 1.8263 -0.0679 -0.01 -0.08 -0.15 -0.16
```
Positions in Å, forces in eV/Å.

---

Number 1: E_tot -12941.734 eV. Number 2: E_tot -242079.094 eV. Number 3: E_tot -83152.195 eV. Number 4: E_tot -16694.709 eV.